[1]
Molecular formula: C21H42Br6O7
Method: DFT, the ωB97M-V functional and the def2-TZVPD basis

Atoms and positions in Å:
C1 -2.56737 -7.78192 -1.27589
O1 7.83923 1.42901 -0.61031
C2 -5.62632 7.08581 -4.62207
Br1 3.91544 -2.36268 -7.07669
Br2 2.00838 -1.54201 9.15374
H1 2.11114 -1.49892 -4.44936
C3 1.00581 -0.03126 9.86574
Br3 -9.27925 -1.80467 -0.83266
C4 -3.38540 -5.67717 -2.51400
H2 -1.58554 -7.35127 -1.47244
H3 11.57618 2.79852 1.53310
C5 4.00328 -1.11403 -5.54505
H4 -0.68599 -1.03926 9.03145
C6 -4.00619 5.60879 -5.32359
H5 2.62254 -3.10101 3.43651
H6 11.60843 1.53490 0.25654
H7 -2.08160 -1.93869 1.00939
C7 2.16033 -4.04494 3.14761
C8 -5.03260 8.39291 -4.18146
H8 10.12060 4.03902 -0.24374
H9 3.74501 -0.14913 -5.98138
H10 0.42760 -3.64791 4.39570
O2 9.11146 2.58027 0.84036
H11 -8.57741 1.90327 0.42593
C9 7.10956 1.47994 1.67798
H12 -4.18871 8.63422 -4.82776
H13 -3.90253 -6.26600 -3.27159
O3 -4.02074 -6.16481 -0.23627
H14 -10.23303 1.20543 -0.02827
C10 -3.45464 -6.53702 -1.27907
C11 -1.27646 -1.33575 1.42929
C12 11.47331 2.59580 0.46707
C13 0.55104 -3.96848 3.36123
H15 -5.94276 7.06042 -5.66482
H16 -1.67469 -0.38776 1.79100
O4 0.25972 -3.10661 2.29519
H17 -1.28504 0.19333 9.97785
H18 1.39354 0.25806 10.84250
H19 -2.77350 4.17838 -6.02955
H20 -4.18510 3.38029 -5.37595
H21 -9.20142 -0.46691 1.39083
H22 -2.39862 -5.37029 -2.86068
H23 3.42067 -0.89971 -3.52594
C14 -0.48583 -2.03111 2.57828
H24 2.40002 -4.26589 2.10749
C15 8.05547 1.78854 0.56422
Br4 -8.71019 1.32436 -2.09168
C16 -8.74511 -0.25306 0.42431
Br5 -0.60950 -1.82571 11.48052
H25 -2.61113 -8.26843 -0.30146
H26 -4.73752 8.30438 -3.13591
H27 -3.93529 -4.75729 -2.31512
H28 6.78239 0.48955 1.36147
O5 -0.87555 -1.66650 3.67759
C17 -9.14745 1.13506 -0.09657
H29 12.34579 3.10479 0.05743
H30 -0.66963 -1.07892 0.56103
H31 -2.92234 4.15878 -4.24029
C18 -3.46391 4.17524 -5.18610
H32 1.32130 0.79635 9.23042
H33 -7.65847 -0.33498 0.44831
O6 -4.83555 5.95237 -4.38065
H34 5.04314 -1.00369 -5.23746
Br6 3.70260 -3.47904 -3.79212
H35 -5.71065 9.23614 -4.31307
C19 -0.46204 -0.52122 9.96396
C20 10.08936 2.96276 -0.07406
C21 3.19276 -1.58311 -4.34395
H36 9.94188 2.40349 -0.99795
H37 -2.94361 -8.52177 -1.98242
H38 2.62381 -4.82612 3.75014
H39 7.74675 1.24863 2.53154
H40 0.00219 -4.89006 3.16739
H41 6.28002 2.17948 1.78098
O7 -3.53350 6.32798 -6.20522
H42 -6.56856 6.94882 -4.09150

Calculated values
energy relative to the best compared isomer or geometry (same formula, charge and spin)	225.64	kJ/mol
largest force on an atom	4.66	eV/Å
LUMO level	0.00715	hartree
SMILES	CCOC(C)=O.CCOC(C)=O.CCOC(C)=O.CC(C)=O.BrCCBr.BrCCBr.BrCCBr
frontier orbital gap	9.847	eV


[2]
Molecular formula: C21H42F3NO16
Method: DFT, the ωB97M-V functional and the def2-TZVPD basis

Atoms and positions in Å:
H1 0.15417 -2.09976 -7.31698
H2 -2.99771 -1.32557 3.81521
H3 2.46567 3.86078 0.26161
O1 -2.47938 -2.72905 -1.49515
O2 0.77413 0.66144 0.28385
O3 2.26092 1.24079 -3.62082
H4 0.32064 -0.05434 0.52013
H5 3.09033 -1.04837 4.39814
H6 2.63384 -1.66304 6.06292
C1 2.47129 -0.67702 -2.42444
F1 1.46775 -2.72889 0.34295
H7 -0.69045 -3.24053 -0.87236
H8 -2.11225 2.34182 0.87464
H9 -2.49551 -1.88967 -6.64528
H10 1.36649 -0.69980 -4.13102
O4 1.10099 -0.65029 4.93504
N1 0.57888 1.79107 3.26499
C2 1.63278 -2.22914 1.50063
O5 3.66398 0.00523 -2.50913
O6 3.28456 -4.09309 3.79341
O7 4.33841 1.94437 -3.63072
H11 -3.82198 2.24012 0.93814
C3 2.28069 3.60769 -0.70040
H12 -3.21871 0.38257 -4.96821
H13 1.36691 1.99199 3.98881
H14 -3.35392 3.46995 1.58116
H15 -3.87727 -1.16141 -2.61637
H16 3.48621 -1.16165 0.95281
H17 2.17545 -0.93322 -1.46508
H18 2.44470 2.47090 -0.61405
H19 0.77695 -1.52398 1.65408
H20 -0.31057 1.88737 3.68952
C4 -2.17951 -1.39525 -1.36382
C5 -1.61734 -3.44295 -0.65648
H21 -3.21193 0.33027 -2.52995
C6 -1.18203 -0.34198 5.57786
C7 -2.93059 2.42192 1.50535
O8 -1.40979 0.07947 4.46397
H22 -1.90756 -4.37497 -0.62479
O9 2.27438 5.45711 -3.57636
C8 2.97622 -1.45088 1.78537
C9 -2.87488 0.51721 2.58485
O10 1.74288 -3.12037 2.54848
C10 -2.76944 -0.25345 3.95933
H23 -1.80528 0.11685 6.25326
C11 1.48803 0.16495 -3.16432
H24 0.96266 -0.67675 -7.11823
C12 -2.26809 -1.04273 -6.20195
H25 0.76011 0.77927 3.10401
H26 -2.82935 -0.36363 -6.79598
F2 -0.03835 4.13744 -0.16788
H27 3.12298 -0.36167 2.24214
C13 -0.05712 -1.05656 -7.14694
H28 0.49249 -0.61863 7.06275
O11 -2.68283 1.86425 2.75479
O12 0.76006 4.37700 -2.22077
H29 -1.81889 -3.39749 0.48939
C14 0.29455 -0.09274 6.02113
C15 0.79166 3.61256 -1.09974
H30 2.95478 0.00132 5.58447
H31 0.53148 1.03435 6.29864
H32 0.62058 0.39200 -2.68443
H33 0.12641 2.64437 -1.46668
F3 2.51878 -1.94862 -2.97723
C16 2.01431 4.73662 -2.59369
C17 2.44709 -0.78703 5.33397
C18 -2.97241 -0.70481 -4.85194
H34 -3.45321 0.13653 4.54687
O13 3.73048 -2.50047 2.38482
C19 3.45403 1.18664 -3.22301
H35 -1.15868 -1.23408 -1.66172
O14 2.89873 4.24709 -1.77116
H36 -2.24421 -0.82395 -0.37772
C20 -2.98763 -0.65901 -2.50398
H37 -3.87685 -1.28994 -4.75204
H38 -2.25050 0.09247 1.78597
C21 2.96995 -3.28945 2.96880
H39 -3.78229 0.54093 2.37130
O15 -0.86987 -0.86729 -6.00296
H40 -1.30554 -1.42245 5.47646
O16 -2.33573 -1.04355 -3.81784
H41 -0.59221 -0.62423 -8.01761
H42 0.70146 2.32700 2.41724

Calculated values
energy relative to the best compared isomer or geometry (same formula, charge and spin)	290.20	kJ/mol
largest force on an atom	13.15	eV/Å
LUMO level	-0.02633	hartree
frontier orbital gap	7.632	eV


[3]
Molecular formula: C21H42N5OPS
Method: DFT, the ωB97M-V functional and the def2-TZVPD basis

Atoms and positions in Å:
H1 -0.07865 -8.24305 0.02201
H2 -0.50049 3.94364 0.17832
H3 4.23741 5.07682 -3.45152
H4 1.16787 2.95467 -1.63500
C1 2.55967 -6.57739 0.63769
N1 2.20017 -5.12562 0.61042
C2 -1.56125 4.21753 0.20596
H5 5.20288 3.60787 -0.77929
C3 -3.76967 -6.63209 1.76830
H6 -5.39952 4.07295 -0.99736
H7 -4.19349 3.63245 1.11527
C4 -2.59529 -5.55944 1.57010
H8 2.82161 6.10651 -3.35704
H9 6.02555 1.86998 -2.46094
H10 -1.49955 2.95323 3.04931
H11 1.27120 -3.76166 -0.74621
H12 2.25956 2.38727 -2.89046
C5 -2.73247 -4.22406 2.37595
O1 -1.13904 -7.16634 -1.93605
H13 -3.29827 -7.67159 1.59231
H14 -2.83700 5.39071 1.55145
H15 3.02558 0.54901 -1.37724
H16 4.58963 2.00226 -0.61229
C6 5.14252 2.49859 -2.61687
S1 -0.17743 -1.03982 2.55115
H17 1.74906 -7.28251 0.24145
C7 -0.40881 -3.36854 1.40962
N2 3.17207 3.38687 -1.25064
H18 -2.38132 -8.27533 -0.21240
H19 -1.72581 4.73720 -0.74465
H20 2.01591 5.11079 -1.36590
C8 2.15188 2.50299 -1.80502
H21 -3.21827 2.56925 2.84044
H22 4.44783 1.93184 -3.24066
H23 5.47440 3.37544 -3.17308
C9 3.01753 4.77865 -1.66809
N3 0.48029 -2.23641 1.49707
H24 -1.34633 6.18782 1.05777
H25 -4.68309 -6.45259 1.10696
H26 -3.65057 -4.04330 3.03296
H27 -2.45615 1.03829 0.88090
C10 -1.95007 1.97330 1.15390
H28 -3.96072 5.08367 -0.90843
C11 -1.77945 5.22155 1.33698
P1 -1.20891 -7.44302 -0.40063
N4 -1.63541 -1.80673 3.06431
H29 1.27486 0.54929 -1.56262
C12 -2.20126 2.22537 2.63947
C13 3.18855 5.09669 -3.15250
H30 1.85673 -4.92392 1.57342
C14 1.07535 -4.82171 -0.33397
H31 0.96397 -5.56153 -1.19960
H32 -4.03704 -6.61500 2.89656
C15 -1.33523 -5.82706 0.60869
C16 -1.65180 -3.07184 2.34068
H33 -1.28347 4.90779 2.25561
C17 -3.82100 3.19689 0.17993
H34 -2.05608 1.29722 3.20003
C18 -0.26693 -4.70147 0.55599
H35 -4.30184 2.21756 0.07797
H36 2.62933 4.41235 -3.79441
C19 2.11796 1.11972 -1.16466
H37 -0.88466 1.76508 1.00771
H38 3.54710 -6.79497 0.07323
H39 1.99436 1.18937 -0.08026
N5 -2.37498 3.00460 0.21011
C20 4.54211 2.88118 -1.26482
H40 -3.97034 3.63988 -1.94299
C21 -4.30686 4.04985 -0.98687
H41 2.77144 -6.89480 1.73449
H42 3.70416 5.40782 -1.09203

Calculated values
largest force on an atom	5.22	eV/Å
LUMO level	-0.06103	hartree
SMILES	CNCc1c([PH2]=O)c(C)cc2nsnc12.CCN(CC)CC.CCN(CC)CC
frontier orbital gap	6.387	eV


Q: Among the records above, which one has the highest LUMO level?
A: C21H42Br6O7